1.
{
  "formula": "C4H8",
  "method": "wB97M-V/def2-TZVPD",
  "elements": ["C", "C", "C", "C", "H", "H", "H", "H", "H", "H", "H", "H"],
  "xyz": [[0.72544, 0.77610, -0.06813], [0.79964, -0.72466, 0.04697], [-0.73490, -0.85244, -0.06532], [-0.85159, 0.75020, 0.04921], [0.95979, 1.26080, -1.07578], [1.38185, 1.39613, 0.64218], [1.22869, -0.93021, 0.99165], [1.67060, -1.09740, -0.65473], [-1.16398, -1.32471, 0.75298], [-1.14933, -1.28174, -0.98772], [-1.56094, 1.29213, -0.62281], [-0.99826, 0.98981, 1.17786]],
  "lowdin_charge": [-0.256, -0.228, -0.162, -0.157, 0.107, 0.113, 0.074, 0.135, 0.061, 0.100, 0.097, 0.116],
  "gap_ev": 11.467,
  "total_energy_ha": -157.1368,
  "lumo_energy_ev": 1.29,
  "spin_multiplicity": 1,
  "charge": 0,
  "smiles": "C1CCC1",
  "e_above_lowest_kcal_mol": 29.6
}

---

2.
{
  "formula": "C4H8",
  "method": "wB97M-V/def2-TZVPD",
  "elements": ["C", "C", "C", "C", "H", "H", "H", "H", "H", "H", "H", "H"],
  "xyz": [[-0.46565, -1.01946, 0.36229], [-0.04216, 0.20098, 1.16437], [0.65350, 0.74123, 0.09411], [0.55717, -0.53128, -0.70483], [-1.49930, -1.00711, -0.02678], [-0.27891, -2.00712, 0.79831], [-0.82293, 1.34408, -0.21887], [-0.48651, 0.63580, 2.06148], [-0.73923, 1.62384, -1.15792], [1.37509, 1.55653, 0.02247], [0.23868, -0.48555, -1.74935], [1.51025, -1.05195, -0.64529]],
  "lowdin_charge": [-0.191, -0.147, -0.255, -0.213, 0.103, 0.097, 0.093, 0.098, 0.105, 0.111, 0.093, 0.105],
  "gap_ev": 9.653,
  "total_energy_ha": -157.0367,
  "lumo_energy_ev": 1.31,
  "spin_multiplicity": 1,
  "charge": 0,
  "e_above_lowest_kcal_mol": 92.4
}

---

3.
{
  "formula": "C4H8",
  "method": "wB97M-V/def2-TZVPD",
  "elements": ["C", "C", "C", "C", "H", "H", "H", "H", "H", "H", "H", "H"],
  "xyz": [[0.45543, -0.66400, 1.12509], [-0.27821, -0.18362, -0.10189], [-1.59945, -0.03672, -0.20431], [0.64003, 0.65602, -0.90855], [0.75932, 0.18114, 1.73898], [-0.00362, -1.40630, 1.78784], [1.43228, -1.11324, 0.87979], [-1.93479, 0.62644, -0.98218], [-2.34608, -0.73004, 0.19220], [0.23835, 1.31651, -1.67738], [1.30958, 1.34989, -0.37105], [1.32716, 0.00392, -1.47852]],
  "lowdin_charge": [-0.091, -0.421, 0.034, -0.111, 0.079, 0.076, 0.076, 0.050, 0.064, 0.072, 0.085, 0.087],
  "gap_ev": 10.356,
  "total_energy_ha": -157.1633,
  "lumo_energy_ev": 1.08,
  "spin_multiplicity": 1,
  "charge": 0,
  "smiles": "C=C(C)C",
  "e_above_lowest_kcal_mol": 13.0
}

---

What is the formula in the third record?
C4H8